# 1
Formula: CH3O2S3
Source: the OMol25 dataset
Level of theory: the ωB97M-V functional and the def2-TZVPD basis

## Properties
relative energy (zero: lowest compared OMol25 entry of this formula, charge and spin): 303.8 kJ/mol
net charge: -1
maximum force: 2.6 eV/Å
electronic energy: -37684.5047 eV

The geometry in XYZ format:
```
9
Properties=species:S:1:pos:R:3:forces:R:3
C 0.1341 0.6918 -1.3293 0.06 -0.81 -1.93
O 1.7978 -0.1961 2.1272 -2.06 -0.05 1.66
O -1.8580 -1.2454 1.1913 -0.50 -0.09 -0.05
S 0.7227 -0.0687 0.3169 -0.20 -0.37 -0.87
S -1.5701 -0.0443 -1.5821 1.07 0.36 -0.10
S -1.0555 -1.4125 -0.0301 1.26 0.40 0.55
H -0.0255 1.7308 -1.1551 0.10 0.85 -0.01
H 0.8768 0.5663 -2.2444 -1.73 -0.06 1.77
H 0.9776 -0.0219 2.7057 1.99 -0.23 -1.02
```
Forces are in eV/Å.

What are the Löwdin partial charges on each atom? They are as follows, in elementary charge units: atom 1 (C): -0.8900, atom 2 (O): -0.6874, atom 3 (O): -0.6680, atom 4 (S): 0.5778, atom 5 (S): 0.3865, atom 6 (S): 0.3489, atom 7 (H): -0.0355, atom 8 (H): 0.0498, atom 9 (H): -0.0821


# 2
Formula: C12H26Cl4N4O10
Source: the OMol25 dataset
Level of theory: the ωB97M-V functional and the def2-TZVPD basis

## Properties
SMILES: C[N+](=O)[O-].C[N+](=O)[O-].C[N+](=O)[O-].C[N+](=O)[O-].O=C1CCCO1.ClCCCl.ClCCCl
maximum force: 4.3 eV/Å
electronic energy: -89379.6105 eV

The geometry in XYZ format:
```
56
Properties=species:S:1:pos:R:3:forces:R:3
C -3.5587 2.2838 -4.4195 -0.59 -0.07 -0.20
N -2.6353 1.8338 -3.3510 1.17 -1.92 0.55
O -2.3376 0.6364 -3.1707 -0.93 1.65 -0.91
O -2.1917 2.7181 -2.6644 0.13 0.53 0.20
H -4.4635 2.5667 -3.8792 -0.15 -0.36 -0.21
H -3.7272 1.5697 -5.2392 0.17 0.02 0.78
H -3.1600 3.2121 -4.7915 0.34 0.17 -0.18
C 1.9368 -4.1353 2.6089 0.84 -0.15 -0.02
N 2.8201 -5.0910 3.3345 0.31 0.59 1.34
O 3.3772 -4.7210 4.3531 -0.20 0.64 -0.07
O 2.9399 -6.2028 2.9112 -0.29 -1.09 -1.08
H 2.0886 -3.1513 2.9778 -0.10 0.61 0.83
H 0.9282 -4.4793 2.6713 -0.53 -0.20 -0.04
H 2.3087 -4.1080 1.6130 -0.07 -0.37 -1.00
C -2.5051 3.6142 0.6002 0.03 0.78 0.36
N -2.6070 2.1674 0.6236 -0.29 -0.14 0.95
O -2.0994 1.5308 1.5114 1.08 -0.11 0.86
O -3.3323 1.6752 -0.1841 -1.07 -0.87 -1.81
H -2.5856 3.9606 1.6052 0.20 0.08 0.86
H -3.3914 3.9350 0.0991 -0.11 0.44 -0.77
H -1.5632 3.9540 0.1957 0.09 -0.15 -0.38
C -1.3915 -1.0643 -0.4441 0.47 -0.16 0.06
N -0.6058 -2.0420 0.4544 -1.16 1.07 1.18
O -0.5077 -1.6620 1.6314 0.45 -0.64 -1.24
O -0.2637 -3.1341 0.0515 -0.01 0.85 -0.13
H -2.3152 -1.5692 -0.6828 -0.13 -0.29 -0.17
H -0.8215 -0.8626 -1.3480 0.05 -0.22 0.05
H -1.6371 -0.1259 0.0714 0.51 -0.71 0.17
O 3.5065 -0.1754 -1.1399 -1.36 0.05 -2.96
C 2.9813 0.1391 -2.2282 1.24 -0.41 4.11
C 2.3230 -0.6967 -3.2812 0.64 0.11 0.03
C 1.4802 0.2960 -4.0457 0.98 0.35 -0.85
C 2.2537 1.6096 -3.7756 -0.94 -0.21 -0.14
O 2.9580 1.4214 -2.5576 0.05 0.13 -0.11
H 3.2122 -1.0474 -3.8147 -0.36 -0.38 -0.44
H 1.7672 -1.5104 -2.8658 -0.03 -0.60 0.26
H 1.3161 0.0644 -5.1087 0.45 0.13 0.29
H 0.5012 0.3626 -3.6354 -0.82 0.09 0.63
H 2.9929 1.8806 -4.4992 0.24 0.09 -0.80
H 1.5512 2.4083 -3.6169 -0.09 0.56 -0.04
Cl 3.3063 3.8874 1.1117 -0.35 -0.20 0.22
C 3.1870 2.0890 0.9699 1.33 0.24 -0.12
C 1.8051 1.5330 0.9817 0.23 -1.49 -1.74
Cl 0.7870 2.2174 -0.3196 -0.37 0.21 0.02
H 3.6792 1.6828 1.8693 0.10 0.14 -0.53
H 3.7720 1.8838 0.0491 -0.66 -0.29 0.78
H 1.3365 1.6247 1.9230 -0.75 0.40 0.88
H 1.8366 0.4429 0.7034 0.30 1.03 0.52
Cl -1.0967 -1.8188 6.5132 -0.36 -0.13 0.35
C -1.2886 -1.9872 4.7511 1.04 1.49 0.38
C -2.4772 -1.3069 4.1446 0.31 -0.16 -0.49
Cl -3.9346 -2.2948 4.2972 -0.48 -0.01 0.11
H -1.1667 -3.0168 4.4971 -0.31 -0.63 -0.20
H -0.4213 -1.4455 4.3730 0.06 -0.15 -0.18
H -2.2027 -1.2760 3.0934 -0.41 0.15 -0.19
H -2.6646 -0.2759 4.4714 0.11 -0.50 0.22
```
Forces are in eV/Å.

What are the Löwdin partial charges on each atom? They are as follows, in elementary charge units: atom 1 (C): 0.0489, atom 2 (N): -0.4216, atom 3 (O): 0.0372, atom 4 (O): 0.0491, atom 5 (H): 0.1082, atom 6 (H): 0.1079, atom 7 (H): 0.0917, atom 8 (C): 0.0461, atom 9 (N): -0.4563, atom 10 (O): 0.0566, atom 11 (O): 0.0731, atom 12 (H): 0.0822, atom 13 (H): 0.0924, atom 14 (H): 0.0880, atom 15 (C): 0.0365, atom 16 (N): -0.4645, atom 17 (O): 0.0500, atom 18 (O): 0.0658, atom 19 (H): 0.0958, atom 20 (H): 0.0961, atom 21 (H): 0.0814, atom 22 (C): 0.0619, atom 23 (N): -0.3851, atom 24 (O): 0.0138, atom 25 (O): 0.0722, atom 26 (H): 0.1001, atom 27 (H): 0.0762, atom 28 (H): 0.0489, atom 29 (O): 0.0539, atom 30 (C): -0.4741, atom 31 (C): -0.0701, atom 32 (C): -0.1243, atom 33 (C): -0.1368, atom 34 (O): 0.0031, atom 35 (H): 0.1444, atom 36 (H): 0.1202, atom 37 (H): 0.1253, atom 38 (H): 0.0828, atom 39 (H): 0.1210, atom 40 (H): 0.1146, atom 41 (Cl): 0.5070, atom 42 (C): -0.6453, atom 43 (C): -0.6180, atom 44 (Cl): 0.6037, atom 45 (H): 0.0850, atom 46 (H): 0.0564, atom 47 (H): 0.0607, atom 48 (H): 0.0773, atom 49 (Cl): 0.5396, atom 50 (C): -0.6941, atom 51 (C): -0.6769, atom 52 (Cl): 0.5563, atom 53 (H): 0.0575, atom 54 (H): 0.0572, atom 55 (H): 0.0353, atom 56 (H): 0.0853


# 3
Formula: C6H10
Source: the OMol25 dataset
Level of theory: the ωB97M-V functional and the def2-TZVPD basis

## Properties
relative energy (zero: lowest compared OMol25 entry of this formula, charge and spin): 191.5 kJ/mol
maximum force: 1.4 eV/Å
electronic energy: -6381.8750 eV

The geometry in XYZ format:
```
16
Properties=species:S:1:pos:R:3:forces:R:3
C -1.6788 -1.4756 -0.2765 0.17 0.30 0.39
C -0.3963 -0.6416 -0.0221 0.81 -0.27 0.69
C 0.8178 -1.1180 -0.2854 0.44 -0.68 -0.19
C 1.6671 0.0818 -0.0239 0.00 -0.30 -0.01
C 0.3855 0.6603 0.6195 -1.19 -0.75 -0.29
C -0.1445 1.9413 0.1087 0.10 0.58 -0.02
H -2.3661 -1.1412 -1.0754 0.55 0.41 0.33
H -1.3794 -2.4929 -0.5977 0.18 0.51 0.24
H -2.3016 -1.6067 0.6115 0.08 0.15 0.08
H 1.1221 -2.1401 -0.3997 0.15 -0.48 -0.82
H 2.5514 -0.0899 0.5981 -0.20 0.24 0.17
H 1.9814 0.6282 -0.9276 -0.16 -0.19 0.22
H 0.5467 0.7176 1.7169 -0.65 -0.56 -0.51
H 0.5542 2.7294 0.3999 -0.30 0.38 -0.16
H -0.2177 1.8733 -0.9814 -0.10 0.31 0.12
H -1.1319 2.0930 0.5562 0.11 0.36 -0.24
```
Forces are in eV/Å.

What are the Löwdin partial charges on each atom? They are as follows, in elementary charge units: atom 1 (C): -0.0579, atom 2 (C): -0.1588, atom 3 (C): -0.1088, atom 4 (C): -0.1527, atom 5 (C): -0.3170, atom 6 (C): -0.1039, atom 7 (H): 0.0677, atom 8 (H): 0.0720, atom 9 (H): 0.0593, atom 10 (H): 0.0968, atom 11 (H): 0.1030, atom 12 (H): 0.1127, atom 13 (H): 0.1399, atom 14 (H): 0.0792, atom 15 (H): 0.0866, atom 16 (H): 0.0820


# 4
Formula: FeI
Source: the OMol25 dataset
Level of theory: the ωB97M-V functional and the def2-TZVPD basis

## Properties
relative energy (zero: lowest compared OMol25 entry of this formula, charge and spin): 46.4 kJ/mol
net charge: +1
maximum force: 2.5 eV/Å
electronic energy: -42478.2604 eV
2S+1: 5

The geometry in XYZ format:
```
2
Properties=species:S:1:pos:R:3:forces:R:3
Fe -12.9943 -5.8129 -15.2941 0.59 2.08 1.35
I -12.3644 -3.6110 -13.8586 -0.59 -2.08 -1.35
```
Forces are in eV/Å.

What are the Löwdin partial charges on each atom? They are as follows, in elementary charge units: atom 1 (Fe): 0.8296, atom 2 (I): 0.1704


Number 2 is which compound? C12H26Cl4N4O10


Among the records above, which one has the lowest maximum force? C6H10


What is the maximum force in the fourth record? 2.5 eV/Å


Which value of electronic energy does entry 2 give? -89379.6105 eV